DFT (wB97M-V/def2-TZVPD) results for C12H19FO5Zn as an isolated structure.

Geometry as XYZ:
```
38
Properties=species:S:1:pos:R:3:forces:R:3
Zn 0.5097 -1.8061 -0.9956 -0.195 -2.691 -1.375
C -2.7779 -0.7853 0.6446 0.061 -0.713 0.238
C -2.5652 -0.7250 -0.8676 1.143 -0.022 0.113
O -1.2980 -1.0106 -1.2927 0.112 0.891 0.294
H -2.4766 -1.7590 1.0394 -0.128 -0.001 -0.117
H -3.8297 -0.6121 0.9032 -0.019 0.114 0.049
H -2.1463 -0.0541 1.1598 -0.106 0.160 -0.097
H -2.8508 0.3312 -1.0753 -0.242 0.064 -0.650
H -3.2478 -1.4153 -1.3858 -0.589 0.147 0.129
C 2.8078 0.6673 -3.1697 -0.498 -0.827 0.788
C 1.6616 -0.3425 -3.3728 -0.425 -1.666 0.092
O 1.7772 -1.5131 -2.6291 0.167 1.228 0.905
H 2.8164 1.4970 -3.8785 -0.082 0.192 0.051
H 3.7606 0.1329 -3.1740 0.029 0.034 -0.160
H 2.6109 0.9631 -2.1326 0.510 0.590 -0.123
H 1.5919 -0.6849 -4.4232 0.037 0.556 -0.345
H 0.7015 0.1364 -3.1120 -0.036 0.471 -0.328
C -0.3257 -2.1844 2.7109 0.011 0.496 -0.620
C 1.0350 -2.5607 2.0734 -0.596 -0.253 -0.384
O 1.0060 -2.7740 0.7317 -0.054 0.583 0.240
H -0.2414 -2.0426 3.7941 -0.040 0.054 0.075
H -1.1508 -2.8624 2.4806 0.330 -0.452 0.086
H -0.6579 -1.2613 2.2229 0.128 0.159 0.346
H 1.3868 -3.4588 2.6113 0.157 -0.319 0.084
H 1.7380 -1.7709 2.4042 0.256 0.392 0.030
F 0.1303 -3.7136 -1.9048 -0.084 0.584 0.451
C 0.2612 2.7351 2.2776 -0.057 0.910 -0.850
C 0.6246 1.5602 1.7640 -0.141 -0.766 1.044
C 0.5832 1.2335 0.3209 -0.408 0.957 0.195
O 1.0337 0.2304 -0.1555 0.543 0.052 0.339
C -0.1410 2.2383 -0.4725 -0.629 -0.128 -0.591
C -0.5180 3.4313 -0.0102 -0.097 -0.358 -0.501
C -0.3129 3.8327 1.4006 -0.345 -1.564 0.033
O -0.8185 4.8169 1.8910 0.206 0.636 0.101
H 0.2357 2.9883 3.3292 0.096 -0.280 0.107
H 0.8083 0.6996 2.4041 0.443 0.137 0.008
H -0.5377 1.8905 -1.4225 0.425 -0.090 -0.114
H -1.1843 3.9521 -0.6889 0.118 0.719 0.457
```
Forces are in eV/Å.

Computed properties:
Electronic energy in a.u.: -2723.93971
LUMO in eV: 3.20
Multiplicity: 1
Gap between HOMO and LUMO in eV: 3.9
Net charge: -2